# 1
Entry from OMol25: a 11-piece molecular cluster, C5H33N2O11 overall in a non-equilibrium geometry (ωB97M-V with the def2-TZVPD basis set).

Last column: natural (NBO) charge in e.
Positions of all 51 atoms, in Å:
C -1.6424 0.8212 -0.3167  -0.6718
C -1.2182 -0.2084 -1.3584  -0.0093
C -0.5618 -1.4394 -0.8704  -0.4923
C 0.8371 -1.4157 -0.3111  -0.5257
C 1.1284 -0.7119 0.9533  0.7052
N 0.2314 -0.9478 1.9939  -0.8216
O 2.1149 -0.0118 1.1238  -0.6751
N -2.5094 -0.6869 -2.1371  -0.7716
H -1.9177 0.3441 0.6113  0.2079
H -2.5491 1.3708 -0.5835  0.2259
H -0.8641 1.6193 -0.2585  0.2658
H -0.4807 0.2329 -2.1883  0.2430
H -1.2051 -2.0991 -0.3381  0.2068
H -0.4960 -2.0776 -1.8013  0.2831
H 1.1680 -2.4683 -0.1158  0.2654
H 1.5051 -1.0912 -1.2201  0.2621
H 0.2575 -0.4000 2.8242  0.4066
H -0.6725 -1.2733 1.8660  0.3984
H -2.4484 -1.7078 -2.3633  0.4315
H -3.3715 -0.7603 -1.3950  0.4662
H -2.8633 -0.0237 -2.9682  0.4484
H -3.6475 -1.1471 0.6742  0.5153
H -4.4360 -2.0774 -0.1709  0.4941
O -4.0798 -1.2104 -0.2689  -0.9651
H 0.6295 3.1581 2.8697  0.4874
H 0.8152 1.6780 2.7293  0.5216
O 0.0982 2.4395 2.6547  -0.9954
H 3.5951 -0.5200 -0.4898  0.4991
H 4.7565 -0.1028 -1.5043  0.4985
O 3.8961 -0.5781 -1.3950  -0.9892
H -3.8328 -1.2067 2.6015  0.4993
H -2.6458 -0.2882 2.3700  0.5184
O -2.9607 -1.1925 2.1184  -0.9800
H 0.2847 -2.7031 -3.7193  0.4724
H 0.8918 -1.3354 -3.5733  0.5048
O 0.0159 -1.7948 -3.6353  -0.9985
H 0.8813 4.0259 0.2147  0.4831
H 0.2198 2.8578 1.0070  0.4863
O 0.5750 3.1507 0.2119  -0.9919
H 2.3159 0.4744 2.7968  0.5085
H 2.2901 0.0493 4.4302  0.5211
O 1.9455 0.6487 3.6551  -1.0267
H -1.7427 1.9793 2.6601  0.5203
H -1.4166 1.0853 3.7446  0.4904
O -2.0782 1.1246 3.0578  -0.9728
H 2.2584 0.1425 -3.4898  0.5196
H 3.0912 -1.1785 -2.9827  0.5056
O 2.5053 -0.8594 -3.6252  -0.9861
H 2.1288 1.6088 -1.3102  0.4896
H 1.1084 2.3901 -2.0835  0.4783
O 1.8529 1.8597 -2.1998  -0.9567

Atomic forces in eV per Å
0.26 0.91 -0.73
0.08 1.48 -2.69
-0.04 -2.53 -1.26
1.56 -0.65 -2.58
-1.62 0.26 1.73
1.92 0.64 -1.00
0.63 0.17 -0.34
-1.39 1.13 -0.49
0.54 0.05 0.31
0.03 -0.05 -0.45
-0.51 -0.89 0.46
-1.80 -0.66 1.78
-0.95 -0.02 1.45
0.45 0.88 0.93
-0.39 0.63 -0.22
-0.84 -0.14 2.13
0.84 0.38 0.47
-1.65 -1.13 -0.95
0.38 1.39 -0.77
1.58 0.18 -0.82
1.54 -2.23 2.13
-0.08 0.46 -1.28
-0.84 -1.21 -0.57
0.23 0.53 2.42
1.33 2.42 0.88
-2.06 1.79 0.21
0.85 -3.82 -0.25
0.15 0.29 0.61
-1.16 -0.60 0.48
1.25 0.41 -0.62
1.25 -0.33 -0.42
0.20 0.00 0.10
-1.68 0.31 0.68
0.09 -0.67 -0.35
-0.06 -0.29 -0.28
-0.07 0.55 -0.20
0.44 1.75 0.42
-0.85 -0.32 2.64
0.64 -1.13 -3.78
1.05 -1.03 -0.82
-0.74 1.74 -2.77
-0.05 -0.77 3.74
-0.73 -1.27 0.15
0.16 -0.44 0.74
0.15 1.51 -0.66
1.37 -2.69 0.23
1.42 0.09 1.84
-2.87 3.07 -2.21
-0.01 0.09 0.00
-1.90 1.52 0.45
1.90 -1.76 -0.50

## Properties
Total charge: +1
F_max in eV Å⁻¹: 4.746
Frontier orbital gap in eV: 10.738
Energy above the lowest of the compared OMol25 structures with the same formula, charge and spin in kJ/mol: 228.0

***

# 2
Entry from OMol25: a 11-piece molecular cluster, C5H33NO11 overall in a non-equilibrium geometry (ωB97M-V with the def2-TZVPD basis set).

Last column: natural (NBO) charge in e.
Positions of all 50 atoms, in Å:
C 0.5085 -3.2125 3.0336  -0.6394
C 1.0665 -2.1718 2.0974  -0.3967
C 0.0930 -1.7966 0.9014  -0.0428
C -0.8114 -0.7103 1.4456  -0.6397
N 0.9752 -1.2182 -0.1538  -0.6851
C 1.2718 -2.1241 -1.2373  0.0923
O 0.5312 -1.7971 -2.4005  -0.7605
H -0.1430 -2.6334 3.7949  0.1988
H -0.1179 -4.0177 2.6769  0.2137
H 1.3255 -3.3737 3.7214  0.2272
H 1.3568 -1.2097 2.6349  0.1993
H 1.9832 -2.5194 1.6680  0.1950
H -0.4021 -2.7394 0.5784  0.1993
H -0.7355 0.2489 0.8926  0.2140
H -1.8771 -0.9318 1.4627  0.1981
H -0.6524 -0.2712 2.3946  0.2216
H 0.6067 -0.3291 -0.5234  0.3733
H 0.7163 -3.1086 -1.0664  0.1668
H 2.3831 -2.1825 -1.3714  0.1762
H 1.0866 -1.3509 -3.0724  0.4773
O 2.0347 1.0384 2.4760  -0.9881
H 1.4410 1.8223 2.4284  0.5179
H 1.7307 0.3385 1.9211  0.4737
O 0.5043 3.3705 2.5151  -0.9606
H 0.7744 3.9791 1.7718  0.5000
H -0.4496 3.3187 2.3361  0.4881
O 3.9175 1.5904 0.8340  -0.9886
H 3.1826 1.0455 0.4453  0.4585
H 3.6129 1.4672 1.8281  0.5195
O -1.4953 -2.0082 -1.0729  -0.9514
H -1.7649 -1.2726 -1.6324  0.4833
H -1.4761 -2.7979 -1.6359  0.4794
O -3.7349 -3.2229 1.2056  -0.9338
H -3.1710 -2.3838 1.3302  0.4696
H -3.0103 -3.8750 1.1566  0.4648
O -0.3186 3.5064 -0.3403  -1.0365
H -1.0275 3.2257 -0.9610  0.4903
H 0.5204 3.1423 -0.6117  0.4918
O -3.5465 0.3760 -1.5157  -0.9773
H -4.3152 0.1403 -0.9150  0.5026
H -3.7417 0.0694 -2.3844  0.4833
O -0.3326 1.0870 -3.8196  -0.9354
H -0.1936 0.4833 -3.0928  0.4577
H -0.1052 1.9243 -3.4093  0.4785
O -2.0356 2.5167 -2.1746  -0.9590
H -2.8584 2.8972 -1.8637  0.4857
H -2.0610 1.5630 -2.0094  0.5006
O 2.1994 2.6831 -1.0050  -0.9849
H 2.9570 2.4375 -0.4680  0.5048
H 2.5654 3.1209 -1.7598  0.4771

Atomic forces in eV per Å
-0.99 3.02 2.83
-0.67 0.87 -1.14
2.32 0.47 1.91
-1.57 1.24 -1.34
-0.57 0.22 0.33
-1.04 -1.17 0.27
1.40 1.46 -2.20
0.27 -0.86 -1.24
0.56 -0.43 -0.31
0.24 -1.47 0.04
-0.51 -1.53 -0.34
0.63 -0.40 -0.44
0.19 0.96 0.22
-0.13 -0.62 -0.57
-0.07 -0.21 -0.32
0.84 -0.52 1.61
0.09 -0.86 0.17
1.84 0.75 0.74
-1.05 -0.29 -0.36
-0.19 -0.42 0.55
0.18 0.92 1.32
-0.02 -0.38 -0.11
-0.61 -0.49 -0.74
-0.06 1.07 -1.17
-0.25 -0.97 0.98
0.34 -0.18 0.09
-1.36 -1.13 1.51
1.22 0.31 0.45
0.64 0.56 -2.53
-1.47 -0.54 -0.08
-0.05 -0.22 -0.06
-0.09 0.58 -0.02
2.08 1.55 0.37
-1.48 -1.72 -0.38
-0.63 0.12 -0.04
-1.21 0.50 0.56
0.87 0.01 0.20
0.53 -0.32 -0.36
-0.96 -0.11 2.19
1.46 0.24 -1.30
-0.64 -0.46 -0.99
0.17 -0.08 -0.09
0.11 -0.65 0.24
-0.14 0.44 -0.16
0.43 0.31 -0.27
-0.31 -0.33 0.05
-0.51 0.46 0.10
-0.57 -0.33 -0.11
0.48 0.17 0.66
0.24 0.44 -0.72

## Properties
Structure (SMILES): CC[C@@H](C)NCO.O.O.O.O.O.O.O.O.O.O
F_max in eV Å⁻¹: 4.257
Frontier orbital gap in eV: 9.022
Energy above the lowest of the compared OMol25 structures with the same formula, charge and spin in kJ/mol: 408.2

***

# 3
Entry from OMol25: a 11-piece molecular cluster, C5H33NO11S overall in a non-equilibrium geometry (ωB97M-V with the def2-TZVPD basis set).

Last column: natural (NBO) charge in e.
Positions of all 51 atoms, in Å:
C -1.2590 -3.8474 1.2953  -0.7109
S -0.9911 -2.0392 1.8925  0.0839
C 0.0107 -1.3784 0.4073  -0.4572
C 0.0114 0.1219 0.5396  -0.4738
C 0.9506 0.8901 -0.4499  -0.0850
N 0.6035 0.8679 -1.9724  -0.8841
C 1.2529 2.2897 0.0416  -0.0885
O 0.1138 3.1335 0.0787  -0.7604
H -2.3763 -4.0038 1.3310  0.2316
H -0.5926 -4.6381 1.6786  0.2253
H -1.0180 -3.8311 0.2155  0.2061
H -0.5218 -1.7969 -0.4544  0.1975
H 0.9675 -1.8496 0.4858  0.2389
H -1.0148 0.5849 0.5945  0.2173
H 0.4884 0.4977 1.5154  0.2419
H 1.9492 0.3736 -0.5170  0.2214
H -0.2088 1.4589 -2.1078  0.3574
H 1.3750 1.3226 -2.4696  0.3729
H 1.5331 2.3836 1.0943  0.2167
H 2.1098 2.7255 -0.5753  0.1868
H -0.3613 3.1152 -0.7941  0.4953
O 1.5977 0.0345 3.6917  -0.9859
H 0.9101 0.6979 3.9020  0.5132
H 1.1190 -0.8115 3.8082  0.4954
O -0.6482 1.6106 3.8345  -0.9823
H -0.9647 2.0180 3.0146  0.5067
H -0.7991 2.2595 4.5411  0.4768
O 1.7619 -2.0356 -1.9861  -0.9846
H 1.0531 -2.5749 -2.2791  0.4934
H 1.4776 -1.0802 -1.9167  0.4814
O -2.0875 2.6255 -1.3591  -0.9682
H -2.8551 3.0830 -1.7196  0.4920
H -2.3635 2.5633 -0.4347  0.5011
O -2.9296 -2.7402 -2.1138  -0.9966
H -3.0374 -1.7872 -1.9720  0.5116
H -3.6696 -3.0655 -2.6270  0.4767
O -2.4408 -0.0269 -1.9126  -1.0019
H -1.5307 -0.3348 -1.9212  0.5007
H -2.5944 0.8927 -1.7607  0.4986
O 3.3332 0.7805 1.8296  -0.9980
H 3.9820 0.9177 2.5397  0.4608
H 2.6361 0.4364 2.4909  0.4970
O -0.5608 -3.8391 -2.4918  -0.9603
H -1.2351 -4.2077 -3.0661  0.4754
H -1.1315 -3.5099 -1.7934  0.4856
O -1.9597 2.6547 1.6612  -0.9987
H -1.1856 2.7992 0.9941  0.4989
H -2.2640 3.5224 1.8390  0.4749
O 4.5627 1.3137 -2.2934  -0.9385
H 4.6461 0.7792 -1.4773  0.4753
H 4.1556 0.6441 -2.8515  0.4660

Atomic forces in eV per Å
-0.58 1.32 -1.03
0.49 -1.34 -1.14
-1.73 -0.72 1.52
0.80 2.21 0.37
1.12 -0.94 -1.54
-0.15 0.25 1.98
1.21 0.79 0.11
-1.30 0.48 -1.86
1.42 -0.28 0.40
-0.61 0.59 0.54
-0.16 0.13 0.48
0.19 0.49 0.01
0.67 0.09 -0.18
0.79 -0.77 -0.44
-0.74 -1.23 -1.01
-0.85 0.33 0.83
-0.13 -0.05 -0.29
-0.21 -0.18 0.24
0.65 -0.87 -0.27
-1.20 -0.32 0.63
0.72 0.20 0.91
-0.67 -0.66 0.65
-0.01 0.01 -0.21
0.44 0.47 -0.28
0.30 0.20 0.85
-0.38 0.07 -0.11
0.03 -0.31 -0.42
1.55 2.26 0.76
-1.41 -0.60 -0.61
-0.14 -1.78 -0.52
-0.91 0.36 -0.02
0.12 0.23 -0.56
0.18 -0.29 0.57
-0.10 -0.18 0.32
-0.24 0.14 -0.16
-0.19 0.20 0.00
-0.99 -2.17 -0.38
0.32 0.91 0.01
0.86 0.82 0.19
-0.62 -0.48 1.94
0.46 0.24 -0.74
0.42 0.26 -1.49
0.44 -0.35 0.12
0.15 -0.02 -0.40
-0.13 0.25 0.11
1.32 -1.03 -1.73
-0.55 -0.09 1.32
-0.55 1.41 0.44
-0.24 -0.88 0.78
0.16 0.71 -0.21
-0.03 0.10 -0.52

## Properties
Structure (SMILES): CSCC[C@@H](N)CO.O.O.O.O.O.O.O.O.O.O
F_max in eV Å⁻¹: 2.844
Frontier orbital gap in eV: 8.294
Energy above the lowest of the compared OMol25 structures with the same formula, charge and spin in kJ/mol: 144.1

***

frontier orbital gap of number 2 (C5H33NO11)?
9.022 eV